1.
10
Properties=species:S:1:pos:R:3 method="wB97M-V/def2-TZVPD" spin_multiplicity=8 total_energy_ha=-2087.53207 relative_energy_kcal_mol=0.0 homo_ev="-11.91 / -11.94" gap_ha="0.2318 / 0.2389" total_charge=+1
Eu -1.524 -2.075 0.303
N 1.091 0.345 -0.929
S 1.213 -1.025 0.169
S -0.071 0.387 -1.950
O -0.160 1.899 -2.336
O -1.298 -0.351 -1.576
F 0.340 -0.367 -3.330
Mg 1.343 2.442 -0.841
O 0.927 4.177 -0.285
H 0.043 4.514 -0.137

2.
19
Properties=species:S:1:pos:R:3 method="wB97M-V/def2-TZVPD" total_energy_ha=-311.03799 relative_energy_kcal_mol=13.4 homo_ev=-9.43 gap_ha=0.3891 smiles=CC[C@H]1CCCO1 total_charge=0
C 2.605 -0.333 0.062
C 1.470 0.629 -0.301
C 0.098 0.452 0.374
C -1.040 0.802 -0.577
C -2.214 0.035 0.016
C -1.516 -1.242 0.503
O -0.152 -0.902 0.743
H 2.965 -0.273 1.096
H 2.330 -1.374 -0.135
H 3.444 -0.096 -0.599
H 1.773 1.672 -0.133
H 1.351 0.549 -1.393
H 0.018 1.074 1.285
H -1.201 1.878 -0.692
H -0.768 0.382 -1.552
H -3.006 -0.167 -0.710
H -2.648 0.593 0.855
H -1.964 -1.647 1.420
H -1.546 -2.031 -0.261

3.
7
Properties=species:S:1:pos:R:3 method="wB97M-V/def2-TZVPD" total_energy_ha=-873.97898 relative_energy_kcal_mol=13.8 homo_ev=-9.68 gap_ha=0.3413 smiles=SS.O total_charge=0
S -0.427 4.815 -0.676
S 1.565 5.192 0.278
H -1.086 5.108 0.440
H 1.749 4.020 1.045
H -1.221 -6.383 -0.876
H -0.181 -6.006 0.158
O -0.399 -6.746 -0.369

4.
130
Properties=species:S:1:pos:R:3 method="wB97M-V/def2-TZVPD" total_energy_ha=-2985.03405 homo_ev=-8.64 gap_ha=0.3338 smiles="CO[C@H](B(O)O)[C@](CC(=O)I)(OCCCCCNC(C)=O)B(C)O.CC(C)=O.CC(C)=O.CC(C)=O.CC(C)=O.CC(C)=O.CC(C)=O.CC(C)=O.CC(C)=O" total_charge=0
C -3.524 3.929 4.111
O -2.690 2.883 3.689
C -2.297 3.046 2.282
B -3.283 2.120 1.432
O -3.672 0.863 1.798
O -3.796 2.649 0.245
C -0.818 2.584 2.233
C -0.263 2.972 0.834
C -0.291 4.469 0.539
O -1.188 5.020 0.113
I 1.553 5.554 0.925
O -0.847 1.184 2.472
C 0.373 0.514 2.203
C 0.449 -0.285 0.872
C -0.875 -0.548 0.156
C -0.509 -1.170 -1.249
C -0.456 -0.016 -2.267
N -1.704 0.082 -3.075
C -2.482 1.217 -2.870
C -1.917 2.604 -2.971
O -3.643 1.085 -2.654
B -0.109 3.403 3.434
C 1.005 2.792 4.362
O -0.477 4.725 3.636
H -2.988 4.875 4.237
H -3.943 3.642 5.075
H -4.380 4.089 3.443
H -2.395 4.107 2.066
H -3.487 0.277 1.047
H -4.513 3.269 0.426
H 0.775 2.673 0.686
H -0.823 2.509 0.017
H 0.500 -0.212 3.007
H 1.248 1.163 2.257
H 0.879 -1.263 1.130
H 1.191 0.195 0.227
H -1.522 -1.260 0.663
H -1.348 0.408 -0.068
H 0.515 -1.528 -1.183
H -1.204 -1.947 -1.561
H 0.375 -0.150 -2.962
H -0.241 0.925 -1.761
H -2.312 -0.675 -2.780
H -2.217 3.161 -2.085
H -2.391 3.117 -3.806
H -0.837 2.653 -3.114
H 1.273 3.512 5.135
H 1.909 2.690 3.748
H 0.775 1.798 4.757
H -0.792 4.843 4.542
C 1.924 4.450 -5.298
C 1.041 3.229 -5.377
O 0.808 2.553 -4.401
C 0.459 2.886 -6.726
H 2.272 4.578 -4.275
H 2.789 4.328 -5.952
H 1.362 5.337 -5.594
H 1.261 2.697 -7.442
H -0.166 3.707 -7.083
H -0.153 1.990 -6.638
C 5.716 8.665 2.295
C 4.665 7.825 2.979
O 3.989 7.034 2.362
C 4.492 8.014 4.466
H 5.733 8.428 1.233
H 5.485 9.724 2.417
H 6.699 8.452 2.720
H 4.209 9.046 4.680
H 5.423 7.774 4.983
H 3.708 7.352 4.825
C 3.161 -4.338 0.875
C 2.077 -4.310 1.922
O 1.437 -3.300 2.127
C 1.820 -5.575 2.698
H 3.228 -3.362 0.402
H 4.121 -4.573 1.339
H 2.924 -5.084 0.114
H 2.719 -5.869 3.245
H 1.522 -6.371 2.016
H 1.015 -5.404 3.411
C -1.293 -5.221 -4.999
C -0.896 -4.995 -3.560
O 0.263 -4.899 -3.230
C -2.014 -4.893 -2.549
H -0.398 -5.274 -5.616
H -1.842 -6.159 -5.093
H -1.915 -4.395 -5.350
H -2.589 -5.821 -2.537
H -2.663 -4.051 -2.796
H -1.590 -4.731 -1.559
C -0.155 -1.641 6.071
C 1.312 -1.290 6.085
O 1.704 -0.206 5.715
C 2.268 -2.349 6.577
H -0.727 -0.794 5.695
H -0.327 -2.499 5.419
H -0.493 -1.874 7.083
H 2.198 -3.236 5.946
H 2.035 -2.612 7.610
H 3.286 -1.965 6.533
C -5.048 -0.783 -4.701
C -6.377 -1.041 -5.363
O -6.754 -2.163 -5.620
C -7.221 0.167 -5.693
H -4.547 -1.733 -4.521
H -4.420 -0.169 -5.349
H -5.194 -0.276 -3.748
H -6.685 0.820 -6.382
H -7.462 0.714 -4.780
H -8.148 -0.158 -6.164
C 5.351 -0.158 -0.357
C 4.944 -1.245 -1.321
O 4.321 -2.215 -0.952
C 5.347 -1.070 -2.765
H 4.998 -0.410 0.642
H 6.438 -0.066 -0.334
H 4.908 0.793 -0.658
H 6.434 -1.018 -2.846
H 4.903 -0.158 -3.168
H 4.991 -1.920 -3.344
C -0.978 -9.450 0.222
C -1.038 -8.120 0.933
O -0.085 -7.675 1.530
C -2.339 -7.359 0.868
H 0.012 -9.883 0.350
H -1.719 -10.132 0.642
H -1.168 -9.312 -0.844
H -3.143 -7.947 1.314
H -2.577 -7.133 -0.173
H -2.239 -6.426 1.419